(1)
The following is a quantum chemistry calculation of 3 unconnected molecules or ions with the total composition C34H47Cl2FI2N2O7 in a non-equilibrium geometry, from OMol25.

Last column: Löwdin charge in e.
Cartesian coordinates (Å):
C -3.964 -1.861 1.569  -0.243
C -3.205 -2.660 0.390  -0.718
I -3.722 -1.891 -1.624  0.960
C -1.607 -2.831 0.608  -0.679
I -0.969 -2.457 2.698  0.885
C -0.689 -2.079 -0.460  -0.233
C 0.144 -2.970 -1.471  0.008
C 1.117 -2.409 -2.539  0.011
C 1.321 -0.875 -2.659  -0.037
C 0.471 0.056 -1.699  0.019
C -0.518 -0.539 -0.618  -0.073
C -1.298 0.482 0.327  -0.167
C -2.538 1.248 -0.364  -0.279
C -2.626 2.817 0.013  -0.528
Cl -4.404 3.313 0.295  0.445
C 0.708 1.628 -1.906  -0.251
O -0.193 2.505 -1.936  0.009
C 2.252 2.060 -2.141  -0.034
C 2.846 3.323 -1.458  -0.462
Cl 1.791 4.348 -0.341  0.572
C 4.348 3.692 -1.722  -0.002
C 5.182 2.767 -2.677  -0.134
C 6.732 3.196 -2.871  -0.067
C 7.549 2.762 -1.546  -0.292
O 7.616 1.553 -1.216  0.081
F 8.196 3.700 -0.672  0.011
C 4.582 1.484 -3.378  0.066
C 3.099 1.128 -3.101  -0.019
C 2.344 -0.174 -3.700  -0.242
O 2.523 -0.591 -4.880  0.046
H -4.027 -2.512 2.526  0.064
H -3.545 -0.823 1.787  0.048
H -5.066 -1.759 1.218  0.078
H -3.666 -3.724 0.397  0.082
H -1.396 -3.962 0.466  0.079
H 0.017 -4.112 -1.394  0.106
H 1.687 -3.108 -3.238  0.109
H -0.531 1.307 0.613  0.122
H -1.670 0.050 1.315  0.049
H -2.525 1.049 -1.492  0.066
H -3.499 0.767 0.067  0.060
H -2.254 3.512 -0.819  0.071
H -1.997 3.051 0.956  0.089
H 4.833 4.603 -1.205  0.120
H 6.721 4.332 -3.039  0.124
H 7.228 2.682 -3.768  0.133
H 5.203 0.811 -4.060  0.119
C -2.956 2.004 -8.889  -0.117
O -1.655 1.718 -8.399  -0.199
C -1.161 2.719 -7.506  -0.207
C -1.035 2.153 -6.091  -0.203
N -2.353 1.917 -5.499  -0.043
C -2.305 1.147 -4.253  -0.191
C -1.807 -0.303 -4.341  -0.249
O -2.673 -1.167 -5.073  -0.204
C -2.450 -1.180 -6.473  -0.095
H -3.203 1.260 -9.648  0.088
H -3.698 1.939 -8.089  0.078
H -2.990 2.996 -9.350  0.087
H -1.773 3.627 -7.522  0.121
H -0.161 2.989 -7.861  0.119
H -0.481 2.861 -5.467  0.122
H -0.459 1.223 -6.155  0.103
H -2.928 1.410 -6.163  0.068
H -3.328 1.127 -3.861  0.119
H -1.701 1.693 -3.521  0.088
H -1.789 -0.701 -3.319  0.023
H -0.777 -0.377 -4.707  0.103
H -1.400 -1.008 -6.732  0.093
H -3.088 -0.442 -6.965  0.070
H -2.740 -2.162 -6.853  0.088
C 1.409 0.582 9.311  -0.115
O 1.929 -0.707 9.600  -0.200
C 1.095 -1.463 10.481  -0.208
C 0.494 -2.661 9.745  -0.209
N -0.503 -2.230 8.764  -0.055
C -0.933 -3.297 7.856  -0.195
C 0.122 -3.876 6.901  -0.218
O 0.579 -2.953 5.917  -0.240
C 1.652 -2.125 6.336  -0.097
H 2.159 1.129 8.737  0.089
H 0.499 0.510 8.710  0.077
H 1.206 1.136 10.233  0.088
H 0.319 -0.846 10.947  0.121
H 1.743 -1.837 11.281  0.119
H 0.021 -3.329 10.471  0.122
H 1.315 -3.201 9.262  0.102
H -0.114 -1.477 8.206  0.067
H -1.742 -2.880 7.248  0.117
H -1.371 -4.110 8.445  0.117
H -0.359 -4.687 6.344  0.120
H 0.965 -4.336 7.429  0.110
H 2.310 -2.623 7.055  0.092
H 1.269 -1.192 6.755  0.071
H 2.243 -1.865 5.454  0.090

Spin multiplicity: 1
Structure (SMILES): C[C@@H](I)[C@H](I)c1ccc2c(c1CCCCl)C(=O)c1c(Cl)cc(CC(=O)F)cc1C2=O.COCCNCCOC.COCCNCCOC
HOMO energy (eV): -8.41



(2)
The following is a quantum chemistry calculation of 4 unconnected molecules or ions with the total composition C34H47F8NO10P2S3 in a non-equilibrium geometry, from OMol25.

Last column: Löwdin charge in e.
Cartesian coordinates (Å):
C 5.915 -1.077 1.526  -0.160
C 4.475 -1.037 0.813  -0.430
P 3.989 -2.624 -0.094  0.974
C 5.466 -3.665 -0.635  -0.431
C 5.128 -4.875 -1.636  -0.161
C 2.710 -2.343 -1.449  -0.196
C 3.048 -1.727 -2.678  -0.017
C 4.477 -1.224 -3.152  -0.229
F 4.218 -0.163 -4.100  0.041
F 5.290 -0.636 -2.160  0.064
C 5.259 -2.354 -4.038  -0.286
F 6.502 -2.725 -3.496  0.091
F 4.411 -3.471 -4.317  0.078
F 5.552 -1.806 -5.329  0.075
C 1.847 -1.551 -3.751  -0.222
O 1.970 -1.726 -4.981  0.086
C 0.423 -1.178 -3.085  -0.003
C -0.543 -0.197 -3.774  0.075
C -1.890 0.159 -3.054  -0.048
C -2.836 1.185 -3.840  -0.395
F -2.389 1.448 -5.168  0.053
F -2.991 2.432 -3.199  0.061
F -4.099 0.515 -3.992  0.030
C -2.225 -0.473 -1.679  -0.154
P -3.875 0.080 -0.872  0.754
N -3.625 0.454 0.669  -0.312
C -1.261 -1.492 -0.957  -0.045
C -1.623 -2.101 0.466  -0.151
C -3.013 -2.924 0.512  -0.145
C -2.602 -4.494 0.569  -0.168
O -2.127 -4.812 -0.787  -0.095
C -2.150 -6.239 -0.867  -0.411
C -0.809 -7.025 -0.520  0.002
O -3.248 -6.783 -1.172  0.055
C 0.062 -1.824 -1.690  0.036
C 1.197 -2.808 -1.095  -0.259
O 0.950 -3.846 -0.445  0.043
H 6.701 -0.592 0.860  0.076
H 5.811 -0.494 2.517  0.082
H 6.153 -2.167 1.802  0.066
H 4.322 -0.135 0.110  0.074
H 3.698 -0.883 1.657  0.080
H 6.285 -2.951 -0.999  0.063
H 5.892 -4.151 0.325  0.079
H 4.133 -4.789 -2.182  0.061
H 5.986 -4.965 -2.405  0.078
H 5.181 -5.855 -1.025  0.082
H -0.282 0.259 -4.781  0.117
H -4.799 -0.992 -1.087  0.010
H -4.404 1.265 -1.515  0.019
H -4.213 -0.219 1.204  -0.030
H -1.754 -1.205 1.187  0.111
H -0.796 -2.747 0.919  0.110
H -3.543 -2.648 1.487  0.115
H -3.694 -2.676 -0.367  0.085
H -3.524 -5.094 0.878  0.134
H -1.708 -4.676 1.278  0.135
H -0.998 -8.145 -0.606  0.090
H -0.487 -6.753 0.547  0.094
H 0.039 -6.778 -1.262  0.099
O 0.711 3.395 3.779  -0.335
S -0.313 3.120 2.795  0.656
O -0.232 1.994 1.892  -0.335
C -1.894 3.086 3.618  -0.242
C -2.368 4.533 3.582  -0.219
C -2.044 5.042 2.176  -0.218
C -0.612 4.612 1.852  -0.224
H -1.780 2.697 4.628  0.077
H -2.558 2.440 3.039  0.105
H -3.434 4.611 3.805  0.117
H -1.822 5.125 4.324  0.118
H -2.736 4.591 1.457  0.119
H -2.155 6.126 2.102  0.115
H -0.487 4.399 0.789  0.102
H 0.113 5.363 2.169  0.104
O -1.164 6.353 -2.332  -0.327
S -1.139 6.968 -3.639  0.665
O -1.384 8.380 -3.831  -0.327
C 0.396 6.535 -4.439  -0.235
C 0.091 5.226 -5.155  -0.224
C -1.288 5.412 -5.791  -0.217
C -2.202 6.031 -4.732  -0.222
H 1.189 6.445 -3.698  0.109
H 0.636 7.327 -5.152  0.109
H 0.853 4.990 -5.901  0.117
H 0.057 4.403 -4.434  0.118
H -1.206 6.089 -6.648  0.118
H -1.694 4.467 -6.159  0.111
H -2.941 6.697 -5.177  0.105
H -2.703 5.263 -4.139  0.096
O -2.670 0.742 5.441  -0.325
S -1.726 -0.347 5.553  0.664
O -1.119 -0.966 4.397  -0.322
C -0.439 0.136 6.690  -0.226
C -0.964 -0.288 8.055  -0.223
C -1.575 -1.676 7.852  -0.219
C -2.442 -1.616 6.593  -0.225
H -0.258 1.208 6.613  0.110
H 0.465 -0.418 6.426  0.113
H -0.169 -0.301 8.804  0.117
H -1.736 0.410 8.394  0.121
H -0.774 -2.410 7.713  0.118
H -2.161 -1.991 8.719  0.115
H -2.441 -2.566 6.057  0.104
H -3.467 -1.322 6.827  0.106

Spin multiplicity: 1
Structure (SMILES): CCP(CC)C1=C(C(F)(F)C(F)(F)F)C(=O)c2cc(C(F)(F)F)c([PH2]=N)c(CCCOC(C)=O)c2C1=O.O=S1(=O)CCCC1.O=S1(=O)CCCC1.O=S1(=O)CCCC1
HOMO energy (eV): -7.76



Question: What is the formula in the second record?
Answer: C34H47F8NO10P2S3



Question: Which of these has the highest HOMO energy?
Answer: C34H47F8NO10P2S3



Question: spin multiplicity of number 1 (C34H47Cl2FI2N2O7)?
Answer: 1



Question: Among the records above, which one has the highest HOMO energy?
Answer: C34H47F8NO10P2S3